The following is a DFT calculation (wB97M-V/def2-TZVPD) of a 2-piece molecular cluster, C5H8O2 overall.

Properties
ΔE to the lowest compared entry with this formula, charge and spin, eV: 2.825
Orbital gap (spin up / spin down), eV: 5.71 / 8.69
<S²>: 2.007
Molar mass, g/mol: 100.12
E_tot, eV: -9402.4283

```
! wB97M-V def2-TZVPD RIJCOSX def2/J DEFGRID3
* xyz 0 3
C 1.37130 -0.06465 0.37876
C 1.57814 -1.51869 0.55355
C 1.95609 1.35081 0.53733
C 0.53629 0.92750 0.13948
C -3.12952 -0.17746 -0.62075
O -2.93969 0.54647 -1.72630
O -2.43957 -0.31132 0.34275
H 1.13289 -1.75830 1.49117
H 2.64178 -1.71782 0.58572
H 2.03880 1.67740 1.54428
H 2.77334 1.60218 -0.07366
H -0.36034 1.17850 -0.31671
H -4.18857 -0.45137 -0.60131
H -1.99474 0.81208 -1.91186
H 1.02381 -2.09534 -0.32246
*
```